No. 1
C21H45AlF9N4O3 as an isolated structure in a non-equilibrium geometry. Source: the Open Molecules 2025 dataset; level of theory: the ωB97M-V functional and the def2-TZVPD basis.

The LUMO energy is 2.1 eV. The HOMO-LUMO gap comes out at 7.36 eV. For the total energy, the calculation gives -2412.8387 Eh. For the HOMO energy, the calculation gives -5.30 eV. As for the max |F|: 5.48 eV/Å.

Structure (ORCA input):
```
! RIJCOSX wB97M-V def2-TZVPD def2/J DEFGRID3
* xyz -1 1
C -3.44490 0.16936 -2.63664
C -1.98300 -0.33392 -2.00451
N -0.88961 0.42583 -2.33589
C -2.00122 -1.69972 -1.10235
Al -0.58542 -1.80439 0.37401
C -1.26489 -1.46203 2.27429
C -1.79597 0.06932 2.56610
C -0.63953 1.22707 2.47960
F 0.62589 0.75081 3.11549
F -0.36547 1.43039 1.00792
C -1.04023 2.65220 3.22126
F -2.25753 2.52384 4.10854
F 0.08043 2.96371 4.18654
C -1.37641 3.87954 2.18970
F -2.00193 4.97100 3.02841
F -2.47814 3.46001 1.24657
C -0.08785 4.55356 1.44361
F 1.19866 3.84459 1.61997
F -0.38412 4.49824 -0.03727
F 0.05365 5.98903 1.77913
H -4.26736 -0.63195 -2.32053
H -3.73547 1.25618 -2.31230
H -3.34626 0.04723 -3.81884
H -0.06144 -0.03443 -1.89904
H -1.85297 -2.61124 -1.82779
H -3.06302 -1.72593 -0.55807
H 0.00118 -3.29895 0.33288
H 0.66450 -0.84872 0.02475
H -2.11540 -2.22334 2.61941
H -0.36438 -1.64674 3.02195
H -2.63331 0.30703 1.75508
H -2.34711 0.01538 3.62427
C -6.83541 -5.58859 -2.82784
C -6.69361 -4.07466 -2.68679
C -5.24992 -3.56501 -2.90415
O -4.36709 -3.80417 -1.80535
C -3.84398 -5.12239 -1.75194
N -7.21599 -3.66614 -1.37427
H -6.47128 -6.13070 -1.95078
H -7.88938 -5.86183 -2.95159
H -6.29254 -5.95424 -3.70551
H -7.32159 -3.61953 -3.46202
H -5.29196 -2.47408 -3.01413
H -4.82151 -3.95209 -3.83728
H -3.66710 -5.53965 -2.74766
H -4.51138 -5.76599 -1.17729
H -2.88959 -5.08259 -1.21883
H -7.21738 -2.64708 -1.32655
H -6.52100 -3.93926 -0.67239
C 5.22862 -4.41773 2.06120
C 4.36082 -3.20397 1.73606
C 2.92046 -3.56933 1.30816
O 2.80993 -4.07302 -0.02526
C 3.14860 -5.44443 -0.16208
N 5.03682 -2.39402 0.71163
H 5.58490 -4.93455 1.16585
H 6.11834 -4.10974 2.62189
H 4.68132 -5.13869 2.67714
H 4.28833 -2.60610 2.65246
H 2.32189 -2.64985 1.32458
H 2.44918 -4.25611 2.02253
H 2.85808 -6.03324 0.71300
H 4.21657 -5.54752 -0.35877
H 2.61668 -5.83532 -1.03438
H 4.50712 -1.53296 0.57465
H 4.93282 -2.88556 -0.18158
C 5.39379 5.94058 -0.79767
C 3.87445 6.02427 -0.66880
C 3.32308 7.46561 -0.76752
O 3.52018 8.25550 0.40772
C 4.82068 8.81100 0.52741
N 3.46512 5.37694 0.58654
H 5.91271 6.24246 0.11627
H 5.70127 4.91013 -1.00850
H 5.75392 6.56893 -1.61877
H 3.44933 5.45335 -1.50294
H 2.23552 7.40086 -0.89801
H 3.70891 7.98549 -1.65349
H 5.24532 9.08680 -0.44237
H 5.47709 8.11530 1.05181
H 4.74421 9.71338 1.14100
H 2.44605 5.34099 0.61781
H 3.70723 6.01558 1.35058
*
```

The molecule's Löwdin atomic charges, reported in e, are given here: -0.1031 -0.3966 0.0358 -0.2654 0.2361 -0.3091 -0.1780 -0.1871 -0.0132 -0.0415 -0.0831 -0.0021 0.0039 -0.0685 0.0031 0.0336 -0.1420 0.0560 0.0219 0.0436 0.0461 0.0673 0.0770 -0.0219 0.0607 0.0603 -0.0865 -0.0731 0.0653 0.0556 0.1336 0.1236 -0.0817 -0.4303 -0.1956 -0.2148 -0.1032 0.0317 0.0627 0.0719 0.0756 0.1314 0.1024 0.1192 0.0899 0.0703 0.0901 0.0710 0.0730 -0.0862 -0.4282 -0.2165 -0.2140 -0.1172 0.0301 0.0591 0.0696 0.0736 0.1333 0.0847 0.1179 0.0872 0.0657 0.0848 0.0752 0.0693 -0.0782 -0.4207 -0.1970 -0.1946 -0.1143 0.0496 0.0619 0.0781 0.0744 0.1389 0.1213 0.1150 0.0878 0.0719 0.0848 0.0389 0.0779

=====

No. 2
C21H45AuGeNOSi3 as an isolated structure in a non-equilibrium geometry. Source: the Open Molecules 2025 dataset; level of theory: the ωB97M-V functional and the def2-TZVPD basis.

The LUMO energy (spin up / spin down) is 2.9 / 2.7 eV. The HOMO-LUMO gap (spin up / spin down) comes out at 5.34 / 6.03 eV. For the total energy, the calculation gives -4038.1984 Eh. As for the expectation value of S²: 2.01. For the HOMO energy (spin up / spin down), the calculation gives -2.41 / -3.33 eV. As for the max |F|: 2.22 eV/Å.

Structure (ORCA input):
```
! RIJCOSX wB97M-V def2-TZVPD def2/J DEFGRID3
* xyz -1 3
Au -0.52713 0.47578 0.38767
C 4.44457 0.54694 -0.52090
Si 2.71244 1.03178 0.16754
C 3.00612 1.12248 2.03405
C 2.44342 2.85017 -0.38702
C 1.46550 -0.25236 -0.39547
Si 1.62233 -1.90713 0.52772
C 3.27716 -2.81937 0.25086
C 1.49548 -1.74816 2.39666
C 0.36756 -3.20087 -0.23067
Si 1.33047 -0.43665 -2.29666
C 2.04201 1.00231 -3.24172
C 2.10906 -2.04938 -3.01587
C -0.48660 -0.54142 -2.94650
C -0.92251 -1.51781 -3.83955
C -2.28274 -1.61065 -4.17224
C -3.21478 -0.81968 -3.55061
C -2.69995 0.11232 -2.64405
N -1.39471 0.28449 -2.35230
H 5.20690 0.45161 0.28911
H 4.82545 1.26491 -1.25240
H 4.42071 -0.43398 -1.02274
H 3.68098 1.95652 2.21426
H 3.46278 0.22397 2.47183
H 2.04459 1.27297 2.53885
H 3.39106 3.42397 -0.20348
H 1.60255 3.29201 0.11547
H 2.23998 2.79242 -1.48194
H 4.14059 -2.20987 0.57284
H 3.44718 -3.01984 -0.81983
H 3.29232 -3.74214 0.85670
H 2.45177 -1.48381 2.87418
H 1.20260 -2.72535 2.80895
H 0.80668 -0.99316 2.71737
H 1.00383 -4.02418 -0.61737
H -0.19614 -2.71748 -1.01156
H -0.28921 -3.69280 0.51861
H 3.02697 1.31614 -2.88193
H 1.38884 1.87559 -3.18793
H 2.13911 0.74138 -4.32314
H 3.17025 -2.06713 -2.81405
H 1.97448 -2.04295 -4.12960
H 1.61826 -2.96611 -2.61551
H -0.20047 -2.24999 -4.23993
H -2.57135 -2.32438 -4.95865
H -4.29775 -0.86807 -3.76053
H -3.37126 0.74951 -2.06630
C -4.65509 0.25101 2.35096
Ge -2.97868 -0.63185 2.90623
C -2.31180 0.62756 4.21605
C -3.49405 -2.36074 3.65951
C -1.79184 -0.97151 1.30884
H -5.46470 -0.02147 3.05658
H -4.94218 -0.15467 1.35784
H -4.48248 1.32400 2.34551
H -3.18917 1.12244 4.65275
H -1.65783 1.37435 3.80011
H -1.80717 0.14108 5.05671
H -4.17836 -2.15642 4.48849
H -2.62364 -2.93043 3.95929
H -4.04667 -2.90893 2.88736
H -2.42049 -1.30954 0.43332
H -1.08173 -1.75775 1.58889
C -0.87463 4.44013 -1.34063
O -0.85238 3.03191 -1.04332
C -0.99486 2.56418 0.18797
C -1.79028 3.28630 1.20638
H -1.94704 4.64394 -1.52332
H -0.32083 4.56266 -2.26160
H -0.50299 5.09962 -0.53202
H -2.17453 4.26239 0.83038
H -1.18688 3.51665 2.09742
H -2.62912 2.63252 1.54813
*
```

The molecule's Löwdin atomic charges, reported in e, are given here: 0.8480 -0.2029 0.3655 -0.2027 -0.1811 -0.5867 0.3862 -0.2027 -0.2114 -0.1923 0.4856 -0.1948 -0.1960 -0.2999 -0.0909 -0.1059 -0.0927 -0.1502 0.0424 0.0267 0.0076 0.0055 0.0195 0.0098 0.0226 0.0383 -0.0078 0.0046 0.0169 0.0070 0.0268 0.0152 0.0325 -0.0049 0.0176 -0.0064 0.0250 0.0106 0.0235 0.0412 0.0040 0.0294 0.0231 0.0882 0.1008 0.1026 0.1030 -0.2461 0.7067 -0.2434 -0.2505 -0.4398 0.0117 0.0152 -0.0104 0.0129 -0.0068 0.0090 0.0037 0.0021 0.0144 -0.0241 -0.0812 -0.0922 -0.2337 -0.4207 -0.1491 0.0864 0.0752 0.0903 0.0620 0.0598 0.0481

=====

No. 3
A 9-piece molecular cluster, C21H45Br12N3O3 overall in a non-equilibrium geometry. Source: the Open Molecules 2025 dataset; level of theory: the ωB97M-V functional and the def2-TZVPD basis.

The LUMO energy is 0.0 eV. The HOMO-LUMO gap comes out at 9.26 eV. For the total energy, the calculation gives -32105.2132 Eh. The SMILES is CN(C)C=O.CN(C)C=O.CN(C)C=O.BrCCBr.BrCCBr.BrCCBr.BrCCBr.BrCCBr.BrCCBr. For the HOMO energy, the calculation gives -9.28 eV. As for the max |F|: 4.45 eV/Å.

Structure (ORCA input):
```
! RIJCOSX wB97M-V def2-TZVPD def2/J DEFGRID3
* xyz 0 1
C 0.59010 9.08759 -1.43037
N 1.04325 10.43936 -1.16824
C 2.42696 10.50329 -0.69133
C 0.37394 11.59547 -1.34363
O 0.80151 12.76337 -1.20687
H 0.67838 8.58024 -0.46968
H 1.07509 8.51040 -2.21760
H -0.48448 8.97640 -1.57532
H 2.46853 9.67174 0.01216
H 3.03656 10.27815 -1.56642
H 2.70823 11.40902 -0.15406
H -0.62278 11.40761 -1.77195
C 2.63981 14.27936 -7.85612
N 2.26980 13.00019 -7.24967
C 3.20173 12.53884 -6.24604
C 1.31612 12.23024 -7.69857
O 0.93258 11.23359 -7.02517
H 3.67231 14.31882 -8.20322
H 2.66309 15.05548 -7.09114
H 1.82603 14.59364 -8.50965
H 3.07218 11.63713 -5.64752
H 4.17201 12.40348 -6.72389
H 3.37669 13.35767 -5.54818
H 0.72996 12.65368 -8.52882
C 2.44078 13.14007 -13.69046
N 3.86246 12.79998 -13.33956
C 4.17059 11.40089 -13.01741
C 4.91134 13.68688 -13.14262
O 4.82401 14.91212 -13.13399
H 1.80290 12.59576 -12.99408
H 1.99882 12.92559 -14.66348
H 2.21020 14.19091 -13.51535
H 4.39949 10.84800 -13.92847
H 5.01133 11.37374 -12.32421
H 3.32913 10.79860 -12.67493
H 5.89031 13.20541 -12.99428
Br -7.10692 10.99372 -9.11790
C -6.27781 9.30364 -9.72472
C -4.75571 9.30239 -9.46374
Br -3.93562 7.57541 -9.94574
H -6.46872 9.18199 -10.79096
H -6.77667 8.47063 -9.22941
H -4.44951 9.53324 -8.44342
H -4.30694 10.12705 -10.01750
Br 2.35717 20.68541 -1.66410
C 3.13874 18.94115 -1.04747
C 3.33802 18.03534 -2.29867
Br 4.81860 18.61487 -3.42131
H 2.53160 18.44627 -0.28946
H 4.10490 19.13042 -0.57971
H 2.39613 17.99561 -2.84581
H 3.46301 16.96375 -2.14320
Br 5.64191 6.89439 -5.83312
C 4.92054 5.85695 -7.36597
C 4.99564 6.66224 -8.64978
Br 4.07630 5.73539 -10.13154
H 3.87794 5.59030 -7.19277
H 5.54052 4.96089 -7.39422
H 5.98837 6.95657 -8.99030
H 4.34727 7.51769 -8.46021
Br 8.97516 13.97166 -8.84087
C 10.46867 15.37781 -8.74217
C 9.81734 16.73320 -9.27451
Br 11.05553 18.21410 -8.61317
H 11.38084 15.03357 -9.22956
H 10.71692 15.49674 -7.68750
H 8.79745 16.91247 -8.93424
H 9.89849 16.72363 -10.36145
Br -3.88248 15.04400 -12.63018
C -5.06823 15.26960 -14.19573
C -4.45999 16.24318 -15.26391
Br -4.01055 18.00915 -14.60458
H -6.00390 15.67538 -13.81107
H -5.31195 14.31474 -14.66151
H -5.12134 16.34764 -16.12403
H -3.53846 15.74442 -15.56412
Br -1.21943 21.58353 -8.58881
C -1.95344 20.24606 -7.28592
C -1.59168 18.87049 -7.84987
Br -2.11726 17.40710 -6.62272
H -3.03829 20.33469 -7.34373
H -1.54170 20.33520 -6.28062
H -0.52317 18.77114 -8.04097
H -2.12051 18.71095 -8.78956
*
```

The molecule's Löwdin atomic charges, reported in e, are given here: -0.0656 -0.2003 -0.0359 -0.3246 -0.0314 0.0835 0.0930 0.0877 0.0785 0.0941 0.0905 0.1308 -0.0393 -0.1940 -0.0451 -0.3326 -0.0485 0.0892 0.0844 0.0895 0.0910 0.0869 0.0883 0.1340 -0.0322 -0.1685 -0.0767 -0.3233 -0.0017 0.0737 0.0791 0.0801 0.0806 0.0794 0.0815 0.1294 0.5819 -0.6788 -0.6903 0.5869 0.0511 0.0479 0.0497 0.0516 0.5464 -0.6214 -0.7154 0.5879 0.0608 0.0439 0.0453 0.0519 0.5740 -0.6788 -0.6875 0.5851 0.0541 0.0499 0.0588 0.0430 0.4986 -0.6008 -0.5996 0.5257 0.0553 0.0284 0.0431 0.0475 0.5571 -0.6546 -0.7016 0.5941 0.0459 0.0581 0.0552 0.0451 0.5723 -0.6378 -0.7120 0.5727 0.0534 0.0578 0.0442 0.0488